Molecular formula: C33H83N5O11
Method: DFT, the ωB97M-V functional and the def2-TZVPD basis

```
132
Properties=species:S:1:pos:R:3:forces:R:3:mulliken_charge:R:1
C 1.36724 -0.65988 -0.10992 0.824 0.784 0.653 -0.211
C 0.23928 -1.64448 -0.33049 0.471 -1.383 0.337 0.967
C -1.08109 -1.00419 -0.51242 -1.377 0.674 -0.385 -1.494
O 0.48580 -2.57823 -1.39328 0.123 -0.048 0.877 -0.634
H 2.36177 -0.89842 -0.48690 -0.335 -0.367 -0.722 -0.425
H 1.66106 -0.57811 0.93654 -0.641 0.075 0.359 0.058
H 1.10749 0.34966 -0.42844 0.016 0.036 -0.203 0.380
H 0.16245 -2.26948 0.55922 0.155 -0.235 0.032 0.391
H -1.52797 -0.64002 0.41266 0.313 0.342 0.144 0.565
H -1.84845 -1.68270 -0.88508 0.291 -0.214 -0.081 -0.088
H -1.01717 -0.19176 -1.23628 -0.094 0.220 -0.016 0.243
H 0.64321 -2.07645 -2.19643 -0.361 0.222 -0.654 0.366
C -2.50397 2.50471 -1.71424 0.380 -1.306 -1.266 -0.980
O -3.18066 1.42559 -2.42053 0.046 0.330 -0.841 0.018
C -3.16962 1.60846 -3.86920 -1.026 -1.133 0.024 -0.706
C -4.03961 0.55397 -4.72387 -0.225 1.625 0.393 -0.794
N -3.24940 -0.33097 -5.55055 0.912 0.079 -0.163 -0.102
C -3.95693 -0.93510 -6.67965 -0.162 -1.452 0.226 -0.606
C -3.08621 -2.07607 -7.33552 0.279 -0.032 0.976 -0.539
O -3.64605 -2.72526 -8.46407 1.160 -0.725 -1.442 -0.417
C -2.63654 -3.32107 -9.37636 0.132 1.303 -0.245 -0.819
H -1.53413 2.64060 -2.19283 0.194 0.259 -0.146 0.399
H -2.25736 2.14004 -0.71709 -0.618 0.219 0.088 0.256
H -3.04672 3.44801 -1.77512 -0.219 -0.094 0.318 0.309
H -2.17914 1.50787 -4.31297 0.346 0.213 0.372 0.330
H -3.57902 2.59206 -4.09946 0.102 0.191 0.078 0.357
H -4.64288 1.16202 -5.39798 0.223 0.280 -0.284 0.512
H -4.84653 0.08182 -4.16344 0.226 -0.441 0.685 0.407
H -2.92520 -1.08266 -4.95898 0.125 -0.149 -0.034 0.039
H -4.36003 -0.20671 -7.38326 0.438 0.130 -0.050 0.372
H -4.80630 -1.44131 -6.22095 -0.638 -0.244 -0.516 0.363
H -2.95426 -2.84971 -6.57909 -0.286 -0.201 0.540 0.275
H -2.04409 -1.78062 -7.45722 0.013 0.704 -0.712 0.452
H -1.77443 -3.86677 -8.99287 -0.407 -0.166 1.208 0.331
H -2.13904 -2.54071 -9.95223 -0.137 0.639 0.162 0.342
H -3.00056 -3.95658 -10.18366 -1.149 -0.052 0.619 0.311
C 2.92796 -1.64719 3.81213 -1.230 0.330 0.332 -0.239
O 2.11736 -1.51884 4.98787 0.742 -0.547 0.853 -0.320
C 2.82130 -1.96489 6.17266 -0.603 -1.124 -0.254 -0.594
C 1.85523 -2.18968 7.35630 0.381 1.792 -0.122 -0.600
N 1.23571 -0.89405 7.69677 1.111 -1.357 0.012 -0.331
C 0.10105 -0.92766 8.58456 -0.772 1.578 -1.114 -0.497
C 0.47846 -0.99538 10.05262 0.331 1.449 0.246 -0.523
O -0.54188 -0.61806 10.99465 -0.030 -1.197 0.039 -0.351
C -0.83118 0.74527 11.14982 0.275 0.888 -0.577 -0.725
H 3.27546 -2.67336 3.69247 0.459 0.109 0.069 0.344
H 3.69133 -0.86925 3.79808 0.419 -0.402 0.081 0.067
H 2.25430 -1.44350 2.97979 0.007 0.004 -0.059 -0.026
H 3.69463 -1.34492 6.37522 -0.336 0.672 0.371 0.359
H 3.28640 -2.93873 6.01961 -0.083 -0.393 -0.561 0.399
H 2.42305 -2.54450 8.21641 0.361 0.073 0.022 0.331
H 1.11540 -2.97455 7.19907 -0.189 -0.084 -0.665 0.324
H 1.06957 -0.35935 6.85619 -0.208 -0.206 0.053 0.253
H -0.69676 -1.61455 8.30208 0.113 -0.806 0.147 0.305
H -0.33648 0.01695 8.26149 -0.526 0.454 1.075 0.359
H 1.30252 -0.30668 10.23896 0.313 0.137 -0.347 0.362
H 0.90651 -1.98151 10.23271 -0.631 -0.192 0.670 0.253
H -0.03470 1.41113 11.48203 0.948 -0.512 0.223 0.297
H -1.59120 0.92134 11.91104 -0.309 -0.634 -0.268 0.273
H -1.10796 1.22127 10.20911 -0.559 -0.153 -0.202 0.292
C 2.64538 -4.18378 0.70113 0.733 0.414 -0.726 -0.667
O 3.75203 -3.23582 0.74567 -1.119 -0.984 -0.678 -0.269
C 4.55990 -3.44800 -0.40790 1.453 -1.931 0.660 -1.125
C 4.50289 -2.39393 -1.44093 -2.263 0.557 0.181 0.233
N 3.27297 -2.57316 -2.25963 0.844 -0.248 -1.511 -0.326
C 3.18616 -1.53269 -3.31828 -0.226 -0.862 0.617 -0.283
C 2.06207 -1.73761 -4.35176 0.473 -0.534 0.782 -0.992
O 0.76325 -1.46917 -3.81414 0.891 -0.499 -0.889 -0.301
C -0.18897 -1.63299 -4.84334 -1.558 0.948 0.788 -0.893
H 2.32908 -4.24056 -0.34043 -0.901 0.501 0.172 0.230
H 1.88678 -3.87410 1.41997 0.031 -0.092 -0.236 0.220
H 2.95959 -5.21885 0.83534 0.390 -0.038 0.853 0.347
H 4.37778 -4.38010 -0.94281 -0.796 -0.381 0.239 0.460
H 5.54516 -3.68641 -0.00723 0.522 0.804 -0.132 0.494
H 5.37852 -2.39787 -2.09006 -0.024 0.325 0.194 0.616
H 4.31341 -1.51956 -0.81829 1.003 1.031 -0.336 -0.418
H 2.42156 -2.56575 -1.71635 0.087 -0.114 0.361 0.091
H 4.12635 -1.59879 -3.86580 0.050 0.279 -0.098 0.504
H 3.12830 -0.58411 -2.78448 -0.124 0.686 -0.554 0.173
H 2.07744 -2.77418 -4.68847 0.114 -0.347 0.188 0.358
H 2.22267 -1.17784 -5.27315 0.068 0.633 0.147 0.527
H -0.39057 -2.60642 -5.29045 1.151 -0.479 -0.008 0.453
H -0.02313 -0.85949 -5.59321 -0.131 -0.147 -0.263 0.461
H -1.14922 -1.45666 -4.35866 0.080 0.472 0.019 -0.102
C 6.14879 9.06254 0.28450 -0.380 0.432 -1.152 -0.771
O 6.46712 7.86244 -0.42539 -0.521 -0.431 1.807 -0.321
C 5.43760 6.86522 -0.12952 1.298 0.218 -1.510 -0.442
C 6.06989 5.48694 -0.50986 -1.053 0.241 0.798 -0.756
N 5.09820 4.41040 -0.25818 -0.746 2.342 -0.057 -0.230
C 5.27896 3.12085 -0.86591 1.296 0.025 1.011 -0.735
C 4.35754 2.09735 -0.17163 1.375 0.281 -0.388 -0.016
O 4.83529 1.95180 1.16792 -1.700 -0.531 0.677 -0.441
C 3.85831 1.21442 1.97702 1.251 0.670 -0.008 -0.208
H 5.18118 9.34025 -0.13347 0.024 0.966 -0.135 0.321
H 6.94352 9.79625 0.14969 -0.172 -0.017 -0.657 0.268
H 5.97406 9.12407 1.35865 0.249 -1.378 0.469 0.314
H 4.56408 7.05705 -0.75264 -0.125 0.022 -0.199 0.315
H 5.11456 7.03826 0.89702 0.188 -0.770 0.294 0.348
H 6.96847 5.42809 0.10430 0.336 -0.378 0.033 0.271
H 6.38450 5.47431 -1.55339 -0.166 0.247 -0.050 0.350
H 4.90440 4.45615 0.73200 -0.084 -0.962 -0.042 0.232
H 6.33924 2.91999 -0.71246 0.297 -1.171 0.181 0.379
H 5.23913 3.19503 -1.95265 -0.879 -0.100 -0.093 0.335
H 4.40818 1.09610 -0.59945 -0.123 0.047 -0.581 -0.010
H 3.34956 2.50194 -0.26321 -0.309 -0.112 0.430 0.337
H 2.93815 1.78772 2.08985 -0.148 -0.072 -0.226 0.335
H 4.28338 1.07450 2.97093 0.219 0.377 -0.049 0.330
H 3.67358 0.19510 1.63793 -0.067 0.106 -0.623 -0.185
C -3.69500 -3.75195 -1.02982 -0.846 0.701 0.473 -0.831
O -4.14550 -2.39336 -0.63161 0.226 -1.033 -1.329 -0.166
C -5.56177 -2.26118 -0.77501 -0.749 -2.603 0.433 -0.827
C -6.20407 -1.14196 -0.08678 0.878 3.891 -0.419 -0.557
N -6.24679 0.07137 -1.02784 -1.546 -1.696 -0.728 -0.431
C -6.25555 1.40825 -0.51904 1.557 0.099 2.636 -0.532
C -7.32972 1.83548 0.49378 0.308 -1.190 0.111 -0.597
O -6.83937 2.93730 1.27680 -0.625 -0.250 -1.534 -0.323
C -7.26564 3.04046 2.62191 -0.572 0.435 -0.959 -0.763
H -2.61850 -3.89031 -0.92932 -0.063 0.642 0.219 0.240
H -3.95763 -4.05889 -2.04220 -0.143 0.650 -0.343 0.345
H -4.19362 -4.49811 -0.41118 -0.040 0.076 0.408 0.351
H -5.99156 -3.14031 -0.29488 -0.027 -0.488 0.224 0.424
H -6.03761 -2.32068 -1.75386 0.947 0.108 -0.847 0.391
H -5.59482 -0.89212 0.78184 0.097 0.116 0.447 0.332
H -7.21431 -1.34232 0.27012 0.057 -0.235 -0.306 0.380
H -5.45197 0.11748 -1.64932 0.226 -0.885 -0.032 0.255
H -6.01132 2.10462 -1.32123 -0.538 0.125 0.043 0.402
H -5.38552 1.37444 0.13671 0.695 1.009 0.281 0.319
H -7.50242 1.01029 1.18467 0.331 -0.423 0.174 0.302
H -8.28405 1.84189 -0.03282 -0.486 1.437 0.143 0.354
H -6.76907 2.29090 3.23809 0.080 0.242 0.289 0.309
H -8.34861 2.97136 2.72434 -0.224 -0.470 -0.065 0.312
H -7.08391 4.09107 2.84838 0.573 -0.265 0.624 0.263
```
Forces are in eV/Å.

Properties
- frontier orbital gap (eV) = 8.82
- 2S+1 = 1
- SMILES = COCCNCCOC.COCCNCCOC.COCCNCCOC.COCCNCCOC.COCCNCCOC.CC(C)O
- molecular weight (Da) = 726.1
- total charge = 0
- relative energy (zero: lowest compared OMol25 entry of this formula, charge and spin) (kJ/mol) = 454.2